A structure of composition C4H9NO2 at a distorted geometry, computed with ωB97M-V/def2-TZVPD.

Geometry as XYZ:
```
16
Properties=species:S:1:pos:R:3:forces:R:3
C 1.0774 -1.5809 1.0859 0.0687 -0.0841 0.0480
C 1.3196 -0.1167 1.4262 0.2386 -0.1377 0.3055
N 0.6102 0.7302 0.4792 -0.3954 0.1017 0.2722
C -0.6377 0.8719 0.6016 -0.1638 0.0294 0.8806
O -1.7216 0.9565 1.0047 0.8947 0.0750 -0.8967
O -0.2520 0.8419 -1.6389 0.1500 0.4015 -0.0026
C -1.5398 0.7886 -2.1402 -0.5856 0.0406 -0.1367
H 1.3161 -1.7724 0.0342 0.0400 0.0248 0.2003
H 1.7006 -2.2154 1.7189 -0.0552 -0.0368 -0.0801
H 0.0276 -1.8604 1.2406 0.1946 0.1108 0.0300
H 0.9923 0.1312 2.4392 0.1682 -0.1109 0.0006
H 2.3646 0.1680 1.3098 0.0283 -0.1988 0.2082
H 0.5574 0.6758 -0.7333 -0.8771 -0.0876 -0.7575
H -1.7138 1.5844 -2.8860 0.1150 -0.2027 0.0939
H -1.8328 -0.1681 -2.6130 0.3320 0.1249 0.1085
H -2.2678 0.9654 -1.3289 -0.1531 -0.0501 -0.2743
```
Forces are in eV/Å.

Calculated values
Energy relative to the best compared isomer or geometry (same formula, charge and spin) = 88.5 kcal/mol
Total charge = 0
Spin multiplicity = 1
E_tot = -9876.22086 eV